This record from the Open Molecules 2025 dataset describes C31H56AlN7O as an isolated structure at a distorted geometry. The level of theory is ωB97M-V with the def2-TZVPD basis set.

Computed properties:
Lowest unoccupied orbital energy ... -11.81 eV
Highest occupied orbital energy ... -14.5 eV
Kohn-Sham gap ... 0.0984 Eh
Net charge ... +2
Energy above the lowest of the compared OMol25 structures with the same formula, charge and spin ... 173.66 kcal/mol

Element x y z (Å)
H 3.5879 1.7784 -2.9221
C 5.6299 -1.8048 3.3222
H -4.2968 0.3470 -2.7850
N -2.1288 -0.9421 3.6437
C -1.5940 4.1001 -2.4044
C -2.2420 1.9126 2.5780
H -2.0815 3.1141 0.2154
H -0.9431 -3.5696 2.9803
H 4.4237 -2.3800 0.6818
C 0.6906 -0.1964 -1.3004
H 5.1473 -0.9205 0.4020
N 6.5226 -2.2836 3.8875
C 2.6664 3.2565 -0.7143
C -2.9567 0.3994 -0.9964
H -3.3335 1.1609 -0.3136
H -4.4722 -1.0456 -0.2641
H -3.1560 1.7548 -2.6094
C -2.5657 -3.0069 -2.7617
C -2.5822 3.0494 3.4585
H -1.2824 4.7137 -3.2497
H -3.4768 -2.4766 -3.0388
C -0.8755 4.4403 -1.0920
H 2.8203 3.5284 0.3300
H 2.2855 -1.5567 0.4333
C 3.0271 -0.7702 0.2930
C -1.5146 -1.7139 3.0509
H -1.7535 -2.2971 -2.9181
C 3.3339 -0.1130 -2.4629
H 0.4599 1.9485 1.2843
H -0.6506 2.3156 -0.4122
C -3.3143 0.6871 -2.4576
H -1.8713 0.4919 -0.9579
H -1.4504 -5.3813 -1.3723
N -2.8657 3.9273 4.1518
C 0.2039 2.2598 2.2971
C 1.3284 -1.9690 3.3773
H 3.1098 4.0121 -1.3627
N -1.0462 1.7558 -3.5121
H 0.6718 1.5595 -0.1788
C 2.9391 1.2919 -2.1937
C -1.4410 -4.5556 0.5578
H -0.8023 0.9150 3.7859
H 2.5018 1.2262 -0.1293
C 4.4867 -1.2323 2.5263
C 0.1253 -1.6572 -1.2552
C -2.6048 -3.5459 -1.3512
C -0.8085 -2.7349 2.2923
C -2.4600 0.0891 -3.4388
H -0.9602 -1.6354 -1.1584
H 2.6402 0.0749 0.8625
H 1.2741 -3.3959 1.7623
H 0.5494 -2.0644 -0.3373
C -0.8502 1.2513 2.7502
H 1.0304 -0.9434 3.5949
H -1.2343 5.3526 -0.6156
H -0.4017 -3.9113 -1.0685
H -2.6399 -2.6750 -0.6967
H -2.4039 2.4172 1.6255
H -0.8807 0.6933 -0.0274
H -1.3677 -2.8732 1.3670
H 1.9743 1.5811 -2.6104
H 4.5630 -0.1673 2.7457
C 3.1660 1.7930 -0.7817
H 1.0080 -2.6170 4.1932
H 3.3704 -0.5535 -0.7185
C -1.3723 -4.3879 -0.9307
H -2.6733 4.1167 -2.2528
C -3.4299 -0.9843 -0.5771
N -1.7763 -0.3890 -4.2261
H -3.2787 -1.7621 -1.3256
H 4.1656 1.6430 -0.3738
H 0.4515 0.1173 0.8340
H -0.9916 0.3670 2.1288
H 3.5349 -1.4740 2.9993
H -2.5193 -3.7638 -3.5448
C 4.3079 -1.3330 0.9619
C -1.2829 2.8054 -2.9621
H 0.1925 4.6344 -1.1908
H 1.1991 2.2886 2.7408
H 2.4122 -1.8905 3.2913
O 0.3760 0.4807 -2.4560
C 0.1993 0.5790 -0.1206
H 1.5803 3.3175 -0.7840
H -0.1849 3.2760 2.3617
H -2.9855 -1.3765 0.3377
C -1.0224 3.2541 -0.0010
H 0.4326 -2.3192 -2.0647
N -1.5182 -4.6625 1.6855
H -3.4798 -4.1760 -1.1914
Al 0.1248 0.5202 -4.4070
H 1.7594 -0.4105 -1.3008
H -3.0715 1.2273 2.7522
H -0.4841 3.5432 0.9017
H 0.7379 -1.7397 1.2897
N 3.6501 -1.2024 -2.6202
C 0.7176 -2.5080 2.0626

Charge distribution, Löwdin scheme, values in e:
1. H 0.1385
2. C -0.1840
3. H 0.1668
4. N 0.1883
5. C -0.0957
6. C -0.1975
7. H 0.0722
8. H 0.1109
9. H 0.1139
10. C -0.4292
11. H 0.1077
12. N 0.1488
13. C -0.0503
14. C -0.1744
15. H 0.1251
16. H 0.1208
17. H 0.1078
18. C -0.1076
19. C -0.2159
20. H 0.1560
21. H 0.0829
22. C -0.1403
23. H 0.0933
24. H 0.0611
25. C -0.1266
26. C -0.2003
27. H 0.0281
28. C -0.2599
29. H 0.0038
30. H 0.0194
31. C -0.0910
32. H 0.0538
33. H 0.1329
34. N 0.1626
35. C -0.0987
36. C -0.0491
37. H 0.0945
38. N 0.0996
39. H 0.0499
40. C -0.1846
41. C -0.1719
42. H 0.1064
43. H 0.0377
44. C -0.1541
45. C 0.0064
46. C -0.2548
47. C -0.2440
48. C -0.1521
49. H 0.0651
50. H 0.0811
51. H 0.1332
52. H 0.0558
53. C -0.2248
54. H 0.0806
55. H 0.1290
56. H 0.0861
57. H 0.0187
58. H 0.0528
59. H 0.0655
60. H 0.0569
61. H 0.0734
62. H 0.1136
63. C -0.2160
64. H 0.1059
65. H 0.0133
66. C -0.1058
67. H 0.1557
68. C -0.0742
69. N 0.2069
70. H 0.0074
71. H 0.1445
72. H 0.0925
73. H 0.0516
74. H 0.0381
75. H 0.1031
76. C -0.1703
77. C 0.0290
78. H 0.0928
79. H 0.0987
80. H 0.0210
81. O -0.1837
82. C -0.0808
83. H 0.0318
84. H 0.0764
85. H 0.0876
86. C -0.0849
87. H 0.1077
88. N 0.1707
89. H 0.1448
90. Al 1.0409
91. H 0.0778
92. H 0.1062
93. H 0.0581
94. H 0.0271
95. N 0.2284
96. C -0.1962